Formula: C17H27IN3O7PtS
Source: OMol25
Level of theory: the ωB97M-V functional and the def2-TZVPD basis

Structure (XYZ):
```
57
Properties=species:S:1:pos:R:3
Pt -0.377 -1.557 -0.210
C -0.550 -1.668 -5.635
N -1.018 -2.005 -4.297
C -2.351 -2.605 -4.245
C -0.341 -1.806 -3.175
O -0.854 -2.163 -2.090
C 1.047 -1.173 -3.261
O 1.759 -1.349 -2.064
C 2.308 -0.195 -1.491
C 1.240 0.719 -0.904
O 0.041 0.330 -0.849
N 1.576 1.929 -0.516
C 0.583 2.851 0.039
C 2.948 2.423 -0.614
H -0.617 -2.550 -6.272
H 0.476 -1.321 -5.638
H -1.183 -0.886 -6.056
H -2.291 -3.673 -4.457
H -2.975 -2.126 -4.996
H -2.784 -2.461 -3.261
H 0.924 -0.117 -3.525
H 1.607 -1.659 -4.061
H 2.906 0.366 -2.219
H 2.977 -0.531 -0.697
H -0.391 2.377 0.041
H 0.556 3.753 -0.572
H 0.864 3.107 1.060
H 3.665 1.656 -0.328
H 3.054 3.253 0.080
H 3.172 2.780 -1.620
C 1.325 4.976 4.245
C 0.777 3.649 3.797
C -0.567 3.499 3.474
C -1.080 2.266 3.092
C -0.236 1.171 3.034
C 1.112 1.293 3.353
C 1.609 2.529 3.725
S -0.892 -0.414 2.621
O -0.919 -1.226 3.801
O 0.140 -0.967 1.640
O -2.158 -0.194 1.940
H 0.622 5.783 4.050
H 2.265 5.208 3.742
H 1.528 4.961 5.318
H -1.227 4.356 3.527
H -2.126 2.150 2.841
H 1.757 0.425 3.318
H 2.657 2.627 3.984
N -2.793 -2.937 1.428
C -1.862 -3.763 1.003
O -0.815 -3.415 0.398
C -2.044 -5.232 1.220
I -3.106 -6.048 -0.442
H -2.669 -1.921 1.403
H -3.568 -3.299 1.959
H -2.622 -5.453 2.111
H -1.078 -5.721 1.250
```

Computed properties:
DFT total energy (a.u.): -2169.97110
Relative energy (zero: lowest compared OMol25 entry of this formula, charge and spin) (kJ/mol): 0.00
Lowest unoccupied orbital energy (eV): -2.24
Net charge: +1
Kohn-Sham gap (Ha): 0.3395
HOMO level (eV): -11.5

These are the Mulliken partial charges, in e, on atoms 1 to 4: 0.99 -1.04 0.06 -1.01